Model w:
ORCA calculation (the ωB97M-V functional and the def2-TZVPD basis) on a cluster of 9 separate species, C9H36O9 in total.

The geometry in ORCA input format:
```
! RIJCOSX wB97M-V def2-TZVPD def2/J DEFGRID3
* xyz 0 1
C 1.629 -1.395 6.027
O 2.070 -0.313 5.307
H 1.275 -2.194 5.376
H 2.292 -1.691 6.840
H 0.700 -1.203 6.565
H 1.439 -0.145 4.604
C 5.085 6.740 -2.340
O 5.222 5.651 -3.246
H 4.208 6.634 -1.701
H 6.009 6.806 -1.765
H 4.974 7.669 -2.899
H 5.394 4.796 -2.845
C -5.434 -0.535 3.604
O -5.938 0.398 4.473
H -6.059 -1.351 3.243
H -4.971 0.019 2.787
H -4.628 -1.087 4.089
H -6.573 0.879 3.938
C 0.211 1.412 -0.226
O -0.176 0.521 0.772
H -0.166 2.432 -0.147
H 1.298 1.474 -0.275
H -0.005 0.922 -1.175
H 0.103 -0.277 0.318
C 0.495 1.613 -7.670
O -0.824 1.173 -7.296
H 1.119 1.833 -6.804
H 0.767 0.784 -8.323
H 0.268 2.494 -8.271
H -1.322 1.933 -6.987
C 4.703 -4.067 2.146
O 3.765 -4.901 1.532
H 4.501 -3.975 3.214
H 5.705 -4.496 2.137
H 4.674 -3.119 1.609
H 2.995 -4.375 1.305
C -1.512 -5.322 -0.371
O -0.527 -4.354 -0.737
H -1.503 -6.249 -0.944
H -1.208 -5.630 0.630
H -2.488 -4.856 -0.240
H -0.569 -4.396 -1.695
C -2.800 -4.550 -5.800
O -1.671 -3.650 -5.576
H -3.651 -4.033 -6.244
H -2.464 -5.278 -6.538
H -3.105 -5.122 -4.923
H -1.776 -2.750 -5.891
C -1.706 6.158 5.020
O -2.135 4.936 5.622
H -1.113 5.970 4.125
H -2.633 6.720 4.906
H -1.114 6.846 5.624
H -2.828 4.504 5.117
*
```

Calculated values
- Kohn-Sham gap: 10.17 eV
- SMILES string: CO.CO.CO.CO.CO.CO.CO.CO.CO

---

Model x:
ORCA calculation (the ωB97M-V functional and the def2-TZVPD basis) on a cluster of 9 separate species, C9H36O9 in total.

The geometry in ORCA input format:
```
! RIJCOSX wB97M-V def2-TZVPD def2/J DEFGRID3
* xyz 0 1
C -16.952 23.641 -38.750
O -17.049 25.012 -39.164
H -17.279 22.991 -39.572
H -15.924 23.409 -38.494
H -17.671 23.471 -37.946
H -17.850 25.061 -39.695
C -18.991 17.658 -33.091
O -19.420 18.042 -31.803
H -19.778 17.211 -33.710
H -18.573 18.520 -33.622
H -18.200 16.914 -32.986
H -19.763 18.944 -31.860
C -16.536 20.667 -36.379
O -17.643 20.810 -37.243
H -16.866 20.416 -35.374
H -15.832 19.914 -36.743
H -15.921 21.570 -36.292
H -17.390 20.696 -38.161
C -20.767 23.509 -38.142
O -21.235 24.557 -38.994
H -20.618 23.933 -37.145
H -21.498 22.708 -38.001
H -19.829 23.116 -38.520
H -22.105 24.818 -38.686
C -21.053 21.169 -31.338
O -19.703 20.916 -31.683
H -21.679 20.307 -31.560
H -21.198 21.381 -30.271
H -21.440 22.061 -31.839
H -19.186 21.706 -31.507
C -24.223 20.002 -35.588
O -23.275 18.987 -35.917
H -25.256 19.657 -35.670
H -24.021 20.420 -34.607
H -24.181 20.817 -36.322
H -23.712 18.341 -36.477
C -22.292 23.436 -34.206
O -20.929 23.818 -34.145
H -22.622 23.278 -35.243
H -22.480 22.506 -33.663
H -22.947 24.229 -33.847
H -20.449 23.091 -34.588
C -20.154 20.701 -35.130
O -19.773 21.900 -35.793
H -19.876 20.666 -34.073
H -21.227 20.512 -35.200
H -19.675 19.842 -35.609
H -19.064 21.670 -36.413
C -22.461 17.175 -32.885
O -22.717 18.547 -33.193
H -21.553 16.781 -33.352
H -22.258 17.143 -31.816
H -23.326 16.577 -33.173
H -22.890 18.571 -34.158
*
```

Calculated values
- Kohn-Sham gap: 10.08 eV
- SMILES string: CO.CO.CO.CO.CO.CO.CO.CO.CO

---

Model y:
ORCA calculation (the ωB97M-V functional and the def2-TZVPD basis) on a cluster of 9 separate species, C9H36O9 in total.

The geometry in ORCA input format:
```
! RIJCOSX wB97M-V def2-TZVPD def2/J DEFGRID3
* xyz 0 1
C 0.365 -0.755 4.020
O -0.630 -0.622 5.019
H 0.124 -0.282 3.068
H 1.225 -0.214 4.416
H 0.658 -1.799 3.907
H -0.261 -1.006 5.818
C -1.088 -0.291 0.103
O -0.431 0.460 -0.934
H -2.079 -0.656 -0.170
H -0.534 -1.163 0.452
H -1.199 0.433 0.910
H 0.294 0.934 -0.520
C 0.068 -4.144 2.064
O -0.488 -3.962 0.734
H -0.021 -5.192 2.351
H 1.137 -3.976 2.198
H -0.461 -3.553 2.812
H 0.142 -4.243 0.066
C 0.678 3.931 -2.408
O 1.753 3.432 -3.246
H 1.157 4.097 -1.443
H 0.219 4.888 -2.654
H -0.126 3.214 -2.237
H 1.446 3.441 -4.155
C 2.944 -1.928 0.679
O 3.754 -0.783 0.679
H 1.893 -1.639 0.677
H 3.072 -2.510 -0.233
H 3.199 -2.624 1.479
H 4.632 -1.043 0.965
C 2.328 0.296 -3.023
O 2.840 -0.626 -4.026
H 3.111 1.009 -2.764
H 1.513 0.841 -3.498
H 2.028 -0.183 -2.091
H 2.947 -0.090 -4.815
C 1.877 1.995 1.571
O 1.908 1.177 0.413
H 2.025 1.373 2.454
H 2.642 2.771 1.573
H 0.900 2.456 1.715
H 2.499 0.422 0.451
C -2.981 1.717 -2.747
O -1.928 0.859 -3.097
H -2.668 2.707 -2.415
H -3.703 1.724 -3.563
H -3.558 1.242 -1.954
H -1.398 0.746 -2.305
C -5.398 -0.795 0.721
O -4.683 0.230 0.063
H -6.387 -0.929 0.283
H -4.812 -1.699 0.558
H -5.424 -0.747 1.810
H -5.122 1.058 0.270
*
```

Calculated values
- Kohn-Sham gap: 9.41 eV
- SMILES string: CO.CO.CO.CO.CO.CO.CO.CO.CO

---

model x (0.709 eV below the next structure)